Record 1
{
  "formula": "C8H14F4OS2",
  "method": "the ωB97M-V functional and the def2-TZVPD basis",
  "lumo_energy_ev": 0.61,
  "homo_energy_ev": -8.3,
  "charge": 0,
  "orbital_gap_ha": 0.3283,
  "symbols": ["C", "C", "C", "C", "C", "C", "C", "C", "O", "F", "F", "F", "F", "S", "S", "H", "H", "H", "H", "H", "H", "H", "H", "H", "H", "H", "H", "H", "H"],
  "coordinates": [[-1.341, -2.011, -2.933], [0.059, -2.150, -2.457], [-0.435, 2.489, 1.171], [1.596, -0.064, 1.188], [2.807, 2.083, 1.109], [1.854, 1.103, 0.396], [-3.165, -0.802, 0.941], [-2.173, -1.511, 1.496], [-0.473, 0.497, -0.726], [-3.755, -1.095, -0.152], [-3.511, 0.418, 1.448], [-1.547, -1.121, 2.599], [-1.566, -2.532, 0.889], [-0.047, -0.996, -3.771], [0.362, 2.039, -0.141], [-1.605, -2.803, -3.589], [-1.984, -1.604, -2.163], [0.756, -2.927, -2.581], [0.057, -1.695, -1.461], [-0.569, 2.048, 2.124], [-1.233, 3.163, 0.947], [2.430, -0.687, 1.280], [1.124, 0.450, 2.023], [0.774, -0.681, 0.805], [3.244, 2.723, 0.423], [3.690, 1.549, 1.450], [2.328, 2.606, 1.930], [2.429, 0.995, -0.596], [-0.104, 0.517, -1.650]],
  "nbo_charge": [-0.4599, -0.5333, -0.9466, -0.6505, -0.6183, -0.3396, 0.5950, 0.5702, -0.9823, -0.2699, -0.3030, -0.2915, -0.2971, 0.0862, 1.0456, 0.2243, 0.2397, 0.2246, 0.2301, 0.2245, 0.2319, 0.2278, 0.2195, 0.2402, 0.2119, 0.2143, 0.2233, 0.2158, 0.4671]
}

Record 2
{
  "formula": "C30H24BrIrN2O4S",
  "method": "the ωB97M-V functional and the def2-TZVPD basis",
  "s_squared": 6.05,
  "lumo_energy_ev": [-0.32, -1.21],
  "homo_energy_ev": [-6.5, -7.7],
  "charge": 0,
  "orbital_gap_ha": [0.2276, 0.2399],
  "multiplicity": 5,
  "symbols": ["Ir", "C", "C", "C", "C", "C", "C", "C", "S", "O", "O", "N", "C", "C", "C", "C", "C", "C", "C", "C", "N", "C", "H", "H", "H", "H", "H", "H", "H", "H", "H", "H", "H", "H", "H", "C", "C", "C", "C", "C", "C", "C", "H", "H", "H", "H", "H", "H", "H", "Br", "C", "C", "C", "C", "C", "C", "C", "O", "O", "H", "H", "H", "H"],
  "coordinates": [[0.154, 0.771, 0.425], [-0.354, -3.906, -5.826], [-0.609, -3.381, -4.440], [-1.020, -2.068, -4.234], [-1.257, -1.588, -2.956], [-1.078, -2.428, -1.870], [-0.694, -3.748, -2.052], [-0.460, -4.216, -3.332], [-1.268, -1.778, -0.229], [-1.911, -2.750, 0.605], [-1.885, -0.459, -0.362], [0.230, -1.402, 0.233], [1.115, -2.119, 0.991], [1.097, -3.481, 1.230], [2.086, -4.080, 2.026], [3.079, -3.345, 2.615], [3.113, -1.947, 2.435], [4.027, -1.094, 3.094], [3.954, 0.259, 2.906], [2.986, 0.777, 2.033], [2.131, 0.009, 1.398], [2.150, -1.335, 1.601], [-0.519, -3.137, -6.578], [-1.020, -4.743, -6.040], [0.670, -4.269, -5.925], [-1.157, -1.411, -5.085], [-1.604, -0.577, -2.788], [-0.601, -4.407, -1.198], [-0.163, -5.247, -3.478], [0.288, -4.073, 0.831], [2.047, -5.150, 2.187], [3.828, -3.820, 3.236], [4.763, -1.527, 3.760], [4.624, 0.933, 3.422], [2.911, 1.843, 1.844], [1.104, 1.002, -1.757], [0.985, 2.376, -1.442], [-0.184, 3.126, -1.776], [-0.290, 4.450, -1.434], [0.753, 5.098, -0.770], [1.929, 4.406, -0.481], [2.054, 3.080, -0.809], [2.075, 0.527, -1.691], [0.402, 0.553, -2.448], [-0.992, 2.621, -2.293], [-1.195, 4.996, -1.667], [0.643, 6.129, -0.469], [2.742, 4.917, 0.019], [2.968, 2.535, -0.597], [-0.801, 0.406, 3.237], [-2.364, 1.474, 2.986], [-3.535, 0.968, 3.530], [-4.720, 1.664, 3.369], [-4.727, 2.863, 2.671], [-3.544, 3.366, 2.161], [-2.337, 2.683, 2.301], [-1.094, 3.380, 1.750], [-1.119, 4.597, 1.686], [-0.087, 2.646, 1.406], [-3.512, 0.033, 4.073], [-5.635, 1.272, 3.794], [-5.649, 3.411, 2.529], [-3.519, 4.316, 1.645]],
  "nbo_charge": [1.3775, -0.6314, 0.0074, -0.2180, -0.1948, -0.2694, -0.2042, -0.2022, 2.3213, -0.9242, -0.9684, -1.0015, 0.1634, -0.2533, -0.1720, -0.2265, -0.0927, -0.1193, -0.2530, 0.0653, -0.4970, 0.1987, 0.2178, 0.2245, 0.2242, 0.2158, 0.2387, 0.2283, 0.2144, 0.2263, 0.2187, 0.2142, 0.2217, 0.2288, 0.2197, -0.5490, -0.1310, -0.1931, -0.2022, -0.1506, -0.2262, -0.1359, 0.2135, 0.2109, 0.2122, 0.2198, 0.2196, 0.2138, 0.1962, 0.0846, 0.0602, -0.2776, -0.1899, -0.2175, -0.1488, -0.2409, 0.7860, -0.6275, -0.8279, 0.2288, 0.2177, 0.2165, 0.2398]
}

Record 3
{
  "formula": "C29H34CeN3O10P2S",
  "method": "the ωB97M-V functional and the def2-TZVPD basis",
  "lumo_energy_ev": 1.34,
  "e_above_lowest_kj_mol": 16.7,
  "homo_energy_ev": -5.8,
  "charge": -1,
  "orbital_gap_ha": 0.2620,
  "symbols": ["Ce", "O", "C", "C", "C", "C", "C", "C", "C", "N", "C", "C", "N", "C", "C", "C", "C", "C", "C", "C", "O", "H", "H", "H", "H", "H", "H", "H", "H", "H", "H", "H", "H", "H", "H", "C", "P", "C", "C", "C", "P", "C", "C", "H", "H", "H", "H", "H", "H", "H", "H", "H", "H", "H", "H", "H", "H", "H", "H", "O", "S", "O", "O", "O", "O", "C", "C", "C", "C", "C", "C", "C", "O", "N", "O", "O", "H", "H", "H", "H"],
  "coordinates": [[9.967, 12.220, 11.503], [11.350, 12.666, 9.849], [12.107, 12.122, 9.001], [12.672, 12.866, 7.907], [13.331, 12.252, 6.858], [13.490, 10.845, 6.937], [13.203, 10.172, 8.044], [12.519, 10.785, 9.123], [12.201, 9.894, 10.224], [11.456, 10.100, 11.270], [11.319, 9.099, 12.314], [11.189, 9.735, 13.700], [9.952, 10.460, 13.630], [9.171, 10.426, 14.655], [8.059, 11.277, 14.863], [7.451, 11.139, 16.107], [6.312, 11.844, 16.352], [5.858, 12.807, 15.443], [6.607, 12.995, 14.302], [7.624, 12.148, 13.947], [8.144, 12.259, 12.731], [12.288, 13.937, 7.969], [13.628, 12.880, 6.007], [13.928, 10.317, 6.092], [13.350, 9.096, 8.045], [12.801, 8.922, 10.263], [12.125, 8.356, 12.212], [10.352, 8.484, 12.223], [12.024, 10.452, 13.866], [11.064, 8.993, 14.468], [9.431, 9.787, 15.479], [7.910, 10.442, 16.810], [5.796, 11.711, 17.254], [5.013, 13.452, 15.666], [6.326, 13.804, 13.616], [7.416, 14.191, 7.910], [7.504, 13.853, 9.722], [7.433, 15.677, 10.162], [5.828, 13.296, 10.146], [5.511, 11.884, 10.421], [5.601, 10.836, 8.869], [4.217, 11.400, 7.913], [5.081, 9.232, 9.579], [6.562, 14.795, 7.646], [7.370, 13.334, 7.324], [8.342, 14.637, 7.590], [7.843, 15.991, 11.101], [6.419, 16.062, 10.104], [8.014, 16.204, 9.370], [5.177, 13.793, 9.337], [5.568, 13.951, 10.994], [4.498, 11.788, 10.819], [6.195, 11.480, 11.111], [3.315, 11.461, 8.522], [4.063, 10.771, 7.071], [4.438, 12.458, 7.633], [4.079, 9.353, 9.943], [5.800, 8.913, 10.266], [5.089, 8.526, 8.771], [11.355, 14.829, 14.271], [11.536, 14.407, 12.892], [12.512, 15.041, 12.072], [10.180, 14.455, 12.142], [11.806, 12.899, 12.906], [9.288, 11.838, 8.278], [9.414, 10.753, 7.781], [9.373, 9.448, 8.389], [9.274, 8.382, 7.555], [9.047, 7.134, 7.998], [8.904, 6.823, 9.393], [8.881, 7.900, 10.218], [9.015, 9.257, 9.775], [8.862, 10.212, 10.588], [8.896, 6.045, 7.092], [8.903, 4.894, 7.545], [8.619, 6.275, 5.924], [9.668, 10.700, 6.718], [9.442, 8.485, 6.503], [8.725, 5.807, 9.718], [8.732, 7.743, 11.287]],
  "lowdin_charge": [1.2804, -0.1695, -0.3645, 0.0122, -0.0684, -0.1353, -0.0793, -0.1272, -0.0468, -0.0273, -0.1902, -0.1887, 0.0123, -0.0459, -0.1623, -0.0332, -0.1009, -0.0592, -0.0006, -0.3250, -0.2334, 0.1466, 0.1039, 0.0970, 0.1133, 0.1481, 0.1156, 0.1190, 0.1384, 0.1060, 0.1190, 0.1155, 0.0774, 0.1037, 0.1260, -0.2824, 0.9234, -0.2536, -0.4709, -0.4134, 0.8576, -0.3297, -0.2761, 0.0388, -0.0067, 0.0396, 0.0228, 0.0298, 0.0475, 0.0921, 0.0736, 0.0864, 0.0437, 0.0397, 0.0211, 0.0391, 0.0301, 0.0081, 0.0260, -0.3228, 0.3147, -0.2977, -0.4489, -0.4273, 0.0006, -0.2188, -0.1148, 0.0169, -0.1782, 0.0278, -0.0156, -0.3507, -0.1402, -0.3646, 0.0237, 0.0476, 0.1305, 0.1289, 0.1155, 0.1103]
}

Record 4
{
  "formula": "C5H11N4O3",
  "method": "the ωB97M-V functional and the def2-TZVPD basis",
  "lumo_energy_ev": -4.17,
  "e_above_lowest_kj_mol": 51.7,
  "homo_energy_ev": -13.7,
  "charge": 1,
  "orbital_gap_ha": 0.3504,
  "symbols": ["C", "C", "C", "C", "C", "N", "N", "N", "N", "O", "O", "O", "H", "H", "H", "H", "H", "H", "H", "H", "H", "H", "H"],
  "coordinates": [[1.690, -0.479, 0.482], [0.589, 1.947, -0.250], [-0.315, 0.749, -0.006], [-0.341, -1.691, 0.881], [-2.755, 0.109, 0.160], [2.144, -0.968, -0.644], [0.182, -0.383, 0.450], [0.015, 3.020, 0.318], [1.295, -1.326, -1.689], [2.283, -0.121, 1.471], [1.673, 1.950, -0.786], [-1.621, 0.967, -0.148], [-0.021, -1.798, 1.972], [-1.403, -1.749, 0.742], [0.317, -2.403, 0.349], [-2.883, -0.244, 1.262], [-2.681, -0.746, -0.529], [-3.461, 0.881, -0.084], [3.216, -1.057, -0.669], [-0.947, 2.897, 0.852], [0.257, 3.943, 0.128], [0.985, -2.339, -1.712], [1.782, -1.159, -2.550]],
  "nbo_charge": [0.7813, 0.5878, 0.6428, -0.4169, -0.2690, -0.4461, -0.3717, -0.7662, -0.6579, -0.5311, -0.5202, -0.4627, 0.2617, 0.2328, 0.2309, 0.2189, 0.2099, 0.2408, 0.4329, 0.4164, 0.4283, 0.3664, 0.3911]
}